Density functional theory data (the ωB97M-V functional and the def2-TZVPD basis) for C43H35FeN9O2PS as an isolated structure.

Output
Lowest unoccupied orbital energy (eV): -2.79
E (Eh): -4306.1159
Energy above the lowest of the compared OMol25 structures with the same formula, charge and spin (kcal/mol): 0.00
Largest force on an atom (Eh/bohr): 0.016
Frontier orbital gap (eV): 7.03
Charge: +1

```
92
Properties=species:S:1:pos:R:3:forces:R:3
Fe -0.415 0.241 -0.069 0.7740 -0.1104 -0.0865
O 3.227 0.250 5.566 0.1517 0.1163 0.1226
C 3.806 0.145 4.471 0.0025 0.0529 -0.2089
O 4.945 -0.204 4.143 -0.0018 -0.0148 0.0413
C 2.863 0.441 3.268 0.1159 0.1385 0.0231
C 3.173 -0.050 2.006 -0.0016 0.0542 -0.0275
C 2.222 0.026 1.005 0.0723 -0.1206 0.0792
N 1.022 0.577 1.233 -0.3591 0.1009 -0.0732
C 0.733 1.101 2.424 0.0489 0.1100 0.0222
C 1.643 1.068 3.466 0.0656 0.1162 -0.0903
C -0.645 1.621 2.505 0.0182 0.1085 -0.0914
C -1.112 2.333 3.600 0.0146 0.0553 -0.0234
C -2.396 2.841 3.575 0.0076 0.0114 0.0232
C -3.173 2.640 2.445 0.0190 -0.0030 -0.0281
C -2.642 1.912 1.398 -0.0366 0.0268 0.1342
N -1.413 1.386 1.422 -0.1654 -0.3198 -0.1407
C 2.401 -0.414 -0.392 0.0031 -0.0338 -0.0285
C 3.611 -0.854 -0.908 0.0097 0.0054 -0.0312
C 3.703 -1.117 -2.263 -0.0147 0.0049 0.0049
C 2.591 -0.912 -3.068 0.0147 0.0224 0.0165
C 1.415 -0.492 -2.475 -0.0170 -0.0502 -0.0223
N 1.310 -0.272 -1.166 -0.3501 -0.2629 0.3335
H 4.145 -0.507 1.874 0.0018 -0.0004 0.0059
H 1.417 1.421 4.463 0.0064 0.0003 -0.0168
H -0.468 2.492 4.453 0.0046 -0.0088 -0.0020
H -2.780 3.398 4.419 0.0021 0.0015 0.0005
H -4.174 3.041 2.370 -0.0031 -0.0040 -0.0104
H -3.215 1.751 0.496 0.0039 0.0176 0.0888
H 4.468 -0.969 -0.260 0.0010 0.0019 0.0016
H 4.636 -1.457 -2.690 0.0009 0.0008 0.0033
H 2.630 -1.073 -4.135 -0.0012 0.0038 -0.0002
H 0.519 -0.328 -3.059 0.0048 -0.0154 0.0138
C -0.300 -0.977 5.754 -0.0250 0.0048 -0.0015
C -1.566 -0.896 5.189 0.0189 0.0127 0.0072
C -1.752 -1.178 3.844 -0.0020 -0.0318 -0.0234
C -0.668 -1.560 3.054 0.0322 0.0013 -0.0145
C 0.597 -1.652 3.636 -0.1609 -0.1862 0.0714
C 0.786 -1.354 4.977 -0.0714 -0.3213 -0.0263
P -0.835 -1.764 1.251 0.0066 0.0285 -0.1558
C 0.141 -3.259 0.884 -0.0035 0.0155 -0.0086
C 0.389 -4.249 1.837 0.0327 0.0550 0.0358
C 1.115 -5.380 1.500 0.0142 -0.0194 -0.0136
C 1.598 -5.542 0.208 -0.0013 -0.0128 0.0144
C 1.343 -4.573 -0.750 -0.0164 0.0311 -0.0220
C 0.621 -3.437 -0.413 -0.0448 -0.0958 0.0325
C -2.573 -2.342 1.113 0.0057 0.0483 -0.0532
C -2.933 -3.680 1.267 -0.0248 0.0182 -0.0155
C -4.273 -4.049 1.299 0.0268 -0.0119 -0.0360
C -5.269 -3.090 1.174 -0.0037 0.0205 -0.0399
C -4.922 -1.756 1.000 0.0253 -0.0372 -0.0174
C -3.584 -1.391 0.965 0.0369 -0.0068 -0.0498
H -0.156 -0.741 6.800 0.0228 -0.0002 0.0038
H -2.415 -0.607 5.797 -0.0107 -0.0023 0.0026
H -2.745 -1.101 3.419 -0.0040 -0.0022 -0.0010
H 1.454 -1.932 3.033 -0.0438 -0.0313 0.0156
H 1.786 -1.373 5.393 -0.1083 0.0004 0.0794
H 0.031 -4.127 2.851 -0.0064 -0.0073 -0.0168
H 1.313 -6.133 2.252 -0.0038 0.0008 0.0006
H 2.173 -6.422 -0.048 0.0004 -0.0006 0.0005
H 1.713 -4.696 -1.760 0.0023 -0.0001 0.0018
H 0.415 -2.691 -1.165 0.0216 0.1125 -0.0785
H -2.170 -4.438 1.378 0.0279 -0.0239 0.0191
H -4.537 -5.090 1.440 -0.0030 0.0008 -0.0017
H -6.311 -3.379 1.217 0.0111 -0.0033 -0.0017
H -5.693 -1.003 0.902 0.0017 0.0029 0.0022
H -3.314 -0.349 0.849 -0.0318 -0.1031 -0.0235
N -2.775 1.926 -1.802 0.0302 -0.1122 0.0225
C -1.549 2.501 -1.811 0.2518 0.1857 0.0898
N -0.485 2.045 -1.199 -0.0796 -0.0454 0.0592
C 0.570 2.971 -1.321 0.0670 -0.0251 -0.0521
C 1.841 2.858 -0.766 0.0002 0.0112 -0.0148
C 2.765 3.865 -0.981 -0.0056 -0.0379 0.0235
C 2.449 4.987 -1.744 -0.0092 0.0331 -0.0309
C 1.189 5.122 -2.297 0.0304 0.0005 0.0003
C 0.269 4.109 -2.072 -0.0410 -0.0331 -0.0044
S -1.378 4.030 -2.623 0.0078 -0.0232 0.0210
H -2.820 0.946 -1.578 0.0199 -0.1691 -0.0822
H -3.484 2.300 -2.408 0.0132 -0.0605 -0.0554
H 2.099 2.005 -0.163 0.0163 0.2214 -0.0837
H 3.750 3.778 -0.543 0.0019 -0.0028 0.0055
H 3.188 5.760 -1.900 0.0000 0.0028 0.0047
H 0.927 5.991 -2.885 0.0003 0.0028 0.0030
N -3.878 -3.276 -4.584 0.0065 0.0003 -0.0007
C -3.357 -2.836 -3.435 0.0653 0.0419 0.0221
N -3.731 -3.416 -2.290 0.0353 -0.1095 0.1408
N -2.505 -1.823 -3.511 -0.0343 -0.0802 -0.1576
C -1.982 -1.323 -2.436 0.0961 0.0599 0.1727
N -1.457 -0.800 -1.542 -0.5182 0.6118 0.1652
H -4.492 -4.068 -4.631 -0.0083 0.0060 0.0023
H -3.585 -2.831 -5.437 0.0007 -0.0016 0.0034
H -4.329 -4.223 -2.282 -0.0196 0.0102 0.0044
H -3.280 -3.174 -1.418 -0.0415 0.0518 0.0214
```
Forces are in eV/Å.

***

Density functional theory data (the ωB97M-V functional and the def2-TZVPD basis) for a 8-piece molecular cluster, C31H76BI2NO12 overall.

Output
Lowest unoccupied orbital energy (eV): 0.43
E (Eh): -2804.6268
Largest force on an atom (Eh/bohr): 0.012
Frontier orbital gap (eV): 8.46
SMILES: COB(O)[C@@H](NCCCCCCCCOC(C)=O)[C@@H](OC)[C@@H](I)[C@H](C)I.CCO.CCO.CCO.CCO.CCO.CCO.CCO

```
123
Properties=species:S:1:pos:R:3:forces:R:3
C 1.103 -2.506 6.579 -0.0701 -0.0601 0.2269
O 0.739 -1.150 6.358 0.1177 0.0370 -0.2221
B 0.072 -0.778 5.224 -0.1006 -0.2218 0.0928
O -0.554 -1.696 4.394 -0.0592 0.3943 0.0477
C 0.075 0.743 4.779 0.0457 0.1532 0.0452
N 0.375 0.857 3.350 -0.1825 0.2513 -0.2431
C 1.785 0.877 2.985 0.0444 0.4052 -0.0563
C 1.980 0.424 1.539 -0.1178 -0.0185 0.1106
C 3.302 -0.276 1.242 -0.1075 0.0529 -0.0381
C 3.297 -0.845 -0.177 -0.1167 -0.1334 0.1817
C 2.256 -1.963 -0.407 -0.0051 0.0119 -0.1425
C 2.842 -3.231 -1.044 -0.2986 0.0858 0.0525
C 1.769 -4.116 -1.706 0.2682 -0.0574 0.1722
C 2.343 -4.893 -2.878 0.1078 -0.1483 -0.0116
O 1.358 -5.679 -3.575 0.0884 -0.0417 0.3784
C 0.365 -4.982 -4.197 -0.4939 0.0352 0.1553
C 0.782 -4.349 -5.490 -0.2580 0.2120 -0.0750
O -0.752 -4.959 -3.744 0.5244 -0.1069 -0.3228
C -1.326 1.323 5.077 0.2274 0.2773 -0.3265
O -1.992 0.515 6.047 -0.1411 -0.0883 0.0641
C -1.588 0.706 7.396 0.0882 -0.0070 0.0733
C -1.402 2.809 5.481 0.1377 -0.0391 -0.2216
I -0.355 4.077 4.087 0.0890 0.0465 0.1261
C -2.862 3.224 5.628 -0.2802 -0.0668 0.0266
C -3.610 3.682 4.386 -0.1934 -0.0195 -0.0157
I -3.061 4.702 7.171 -0.0207 0.1077 0.0970
H 1.836 -2.510 7.385 -0.0446 -0.0509 -0.0340
H 0.243 -3.107 6.891 0.0293 0.0213 -0.0296
H 1.549 -2.953 5.689 -0.0690 0.0446 0.0003
H -1.114 -2.316 4.867 0.1687 -0.2828 -0.0131
H 0.838 1.296 5.334 0.0086 0.0624 -0.0568
H -0.127 0.155 2.822 0.0605 -0.2001 0.1253
H 2.420 0.302 3.673 -0.0651 -0.2088 -0.0380
H 2.127 1.918 3.065 0.1385 -0.1196 0.1915
H 1.156 -0.245 1.262 0.0192 -0.0419 0.0571
H 1.884 1.291 0.884 -0.0047 -0.0438 -0.1444
H 4.121 0.442 1.344 0.0023 -0.1051 0.0991
H 3.472 -1.076 1.974 0.0025 0.0544 -0.0316
H 3.077 -0.009 -0.847 0.2740 -0.1412 -0.1089
H 4.292 -1.234 -0.415 -0.0291 0.1307 -0.0367
H 1.466 -1.594 -1.068 -0.0214 0.0330 0.0618
H 1.755 -2.225 0.532 0.0581 -0.0309 -0.0268
H 3.590 -2.931 -1.787 -0.0340 -0.0486 0.0121
H 3.355 -3.809 -0.269 0.2019 0.0319 -0.1427
H 0.930 -3.492 -2.025 0.0028 -0.0473 -0.0853
H 1.387 -4.842 -0.983 -0.1787 0.1347 -0.0590
H 2.864 -4.233 -3.579 -0.0866 0.0505 -0.0124
H 3.072 -5.622 -2.517 -0.0241 0.0378 -0.0831
H 1.154 -5.107 -6.183 0.0181 0.0671 0.0812
H 1.580 -3.624 -5.318 0.0249 -0.0391 -0.0154
H -0.075 -3.840 -5.930 0.0980 -0.0106 -0.0075
H -1.905 1.220 4.153 -0.0676 -0.1760 0.1312
H -2.160 1.508 7.877 0.0481 0.0172 -0.0461
H -1.781 -0.228 7.924 -0.0246 0.0544 -0.0327
H -0.519 0.922 7.473 -0.0363 -0.0157 0.0350
H -0.844 3.014 6.393 -0.0771 -0.2434 0.0000
H -3.393 2.360 6.030 0.1201 0.0796 0.0952
H -3.421 4.730 4.149 0.1537 -0.1466 -0.0766
H -3.329 3.059 3.530 0.0167 0.0657 0.0151
H -4.683 3.567 4.554 0.0742 0.0237 0.0313
C -2.280 -1.214 -4.695 0.0311 0.0554 0.0609
C -1.549 -1.773 -3.490 -0.0282 0.1215 0.0372
O -1.234 -0.763 -2.527 0.0706 -0.0359 -0.0872
H -1.691 -0.432 -5.174 0.0383 0.0333 -0.0255
H -2.480 -1.999 -5.426 -0.0080 -0.0275 0.0176
H -3.237 -0.777 -4.398 -0.0172 -0.0335 -0.0106
H -0.590 -2.196 -3.788 0.0133 -0.0162 0.0079
H -2.128 -2.575 -3.024 0.0390 -0.0515 -0.0027
H -2.060 -0.380 -2.220 -0.0477 0.0266 0.0366
C -8.382 4.001 2.795 0.0163 0.0373 0.0978
C -7.323 3.039 3.298 -0.0542 -0.0212 0.0113
O -7.163 3.091 4.712 0.0559 0.0186 -0.1141
H -8.138 5.021 3.092 0.0052 0.0085 -0.0150
H -8.460 3.963 1.707 0.0072 -0.0181 -0.0068
H -9.360 3.752 3.212 -0.0120 -0.0127 -0.0260
H -6.347 3.298 2.886 0.0129 -0.0139 -0.0253
H -7.556 2.017 2.981 0.0314 0.0003 -0.0162
H -8.002 2.855 5.117 -0.0346 -0.0042 0.0679
C -1.948 3.678 0.269 0.1361 0.0248 0.0121
C -1.068 2.604 -0.341 -0.0955 -0.1206 0.0015
O 0.304 2.981 -0.375 0.0481 0.0411 -0.0776
H -1.857 4.612 -0.288 -0.0097 -0.0020 -0.0168
H -2.995 3.370 0.269 -0.0011 -0.0173 0.0105
H -1.641 3.863 1.301 -0.1016 0.0104 -0.0250
H -1.345 2.418 -1.379 0.0015 -0.0287 -0.0334
H -1.182 1.663 0.211 0.0008 0.0076 -0.0346
H 0.585 3.132 0.533 0.0553 -0.0072 0.0529
C 1.308 1.625 -4.300 0.0275 0.1057 0.0174
C 2.275 0.963 -3.340 -0.0187 0.0092 0.1525
O 2.672 1.828 -2.282 -0.0748 0.0147 -0.0848
H 1.752 2.528 -4.722 0.0165 -0.0094 -0.0213
H 1.039 0.956 -5.118 -0.0303 -0.0143 -0.0051
H 0.392 1.910 -3.778 -0.0247 -0.0671 -0.0020
H 3.198 0.685 -3.851 0.0006 -0.0278 -0.0246
H 1.826 0.050 -2.931 0.0050 -0.0434 -0.0323
H 1.879 2.092 -1.797 -0.0656 0.0983 0.0985
C 5.180 2.390 6.072 -0.0628 0.0147 -0.0684
C 5.577 1.313 5.080 -0.0071 0.0478 -0.0177
O 5.085 1.573 3.770 -0.0132 -0.0451 0.0403
H 4.095 2.494 6.103 -0.0047 -0.0083 0.0127
H 5.538 2.151 7.074 0.0138 -0.0106 0.0002
H 5.602 3.356 5.784 0.0227 0.0011 0.0202
H 5.143 0.355 5.365 0.0105 -0.0253 0.0095
H 6.665 1.193 5.060 -0.0033 -0.0278 0.0147
H 5.454 2.408 3.469 0.0139 0.0515 -0.0280
C -2.387 4.452 -5.447 -0.0148 -0.0849 -0.0431
C -0.992 4.092 -5.924 -0.0403 -0.0099 -0.0643
O -0.992 2.980 -6.815 0.0096 0.0155 0.1054
H -2.850 3.595 -4.958 0.0020 0.0029 0.0193
H -2.358 5.284 -4.742 0.0186 0.0110 -0.0033
H -3.021 4.743 -6.288 -0.0028 0.0342 0.0069
H -0.370 3.791 -5.084 0.0348 0.0170 0.0093
H -0.515 4.955 -6.401 0.0135 0.0139 0.0348
H -1.522 3.212 -7.582 -0.0273 -0.0046 -0.0576
C 1.749 -7.964 -9.912 -0.0823 0.0509 0.0269
C 2.308 -7.038 -8.849 -0.0254 -0.0091 0.0402
O 1.285 -6.456 -8.042 0.0565 -0.0764 -0.0683
H 1.048 -7.428 -10.552 0.0093 0.0029 -0.0157
H 2.549 -8.371 -10.533 0.0176 -0.0024 0.0073
H 1.217 -8.802 -9.456 0.0232 -0.0218 -0.0030
H 2.827 -6.198 -9.307 0.0250 0.0078 -0.0056
H 3.026 -7.572 -8.217 0.0256 0.0171 -0.0114
H 0.805 -7.170 -7.613 -0.0520 -0.0213 0.0124
```
Forces are in eV/Å.

***

Density functional theory data (the ωB97M-V functional and the def2-TZVPD basis) for a 3-piece molecular cluster, C4H11O4 overall at a distorted geometry.

Output
Lowest unoccupied orbital energy (eV): 3.65
E (Eh): -459.9210
Energy above the lowest of the compared OMol25 structures with the same formula, charge and spin (kcal/mol): 81.21
Largest force on an atom (Eh/bohr): 0.078
Frontier orbital gap (eV): 6.75
Charge: -1

```
19
Properties=species:S:1:pos:R:3:forces:R:3
C 2.036 -0.284 0.284 -3.3235 -1.2412 -1.8309
O 2.348 -1.527 0.519 1.6841 -1.7287 2.1582
C 0.301 -0.345 0.095 2.0629 0.9010 0.8757
C -0.373 0.931 -0.434 -0.4761 0.6242 2.0325
C -1.766 0.413 -0.579 1.6572 1.3054 -2.1840
O -2.608 0.436 0.259 -1.7911 -0.0251 1.8733
H 2.184 0.500 1.043 0.4142 0.1462 0.0190
H 2.413 -0.105 -0.738 -0.1145 1.5694 -0.0595
H 0.123 -1.168 -0.548 0.2551 -0.7896 -1.0487
H -0.128 -0.710 1.065 0.3691 0.8700 -0.5078
H 0.081 1.583 -1.158 0.2964 -1.1028 -1.8658
H -0.291 1.738 0.300 -0.7610 -0.4507 1.0854
H -2.024 -0.024 -1.550 0.2251 -0.4853 -0.3595
H 1.666 -3.567 -1.459 -0.4202 -0.2238 -0.5388
H 2.380 -2.465 -0.767 -1.4855 1.4434 -1.1264
O 1.834 -2.642 -1.668 1.4286 -0.9148 1.2739
H -2.645 2.304 2.544 0.1189 -0.3360 0.3434
H -2.738 2.136 1.050 0.0696 -0.6654 -0.2405
O -2.792 2.794 1.742 -0.2094 1.1036 0.1005
```
Forces are in eV/Å.